1.
{"formula": "C10H11ClNO3", "method": "ωB97M-V/def2-TZVPD", "symbols": ["C", "C", "C", "C", "C", "C", "C", "C", "C", "C", "N", "O", "O", "O", "Cl", "H", "H", "H", "H", "H", "H", "H", "H", "H", "H", "H"], "xyz": [[1.275, -0.880, -0.313], [1.850, 1.448, 0.294], [2.652, -1.170, -0.344], [3.209, 1.105, 0.339], [0.865, 0.474, 0.031], [3.604, -0.202, -0.008], [-0.482, 0.914, 0.050], [-3.600, 0.403, -0.996], [-3.575, -1.161, 0.831], [-2.867, 0.075, 0.278], [5.013, -0.519, -0.103], [5.384, -1.510, 0.442], [5.706, 0.249, -0.726], [-1.533, -0.245, 0.068], [-1.079, 2.392, 0.107], [0.733, -1.607, -0.728], [1.463, 2.395, 0.658], [3.130, -2.020, -0.698], [3.933, 1.848, 0.686], [-3.324, -0.099, -1.858], [-3.549, 1.543, -1.238], [-4.588, 0.259, -0.848], [-3.589, -2.019, 0.174], [-4.570, -0.975, 1.123], [-3.182, -1.540, 1.746], [-2.878, 0.841, 1.030]], "lowdin_charge": [0.106, 0.015, 0.068, 0.063, -0.185, -0.089, -0.466, -0.031, -0.022, -0.479, -0.382, 0.156, 0.142, -0.037, 1.071, 0.089, 0.107, 0.117, 0.144, 0.075, 0.113, 0.047, 0.100, 0.082, 0.079, 0.116], "multiplicity": 1, "charge": 1}

2.
{"formula": "C10H11F2N2S", "method": "ωB97M-V/def2-TZVPD", "symbols": ["C", "C", "C", "C", "C", "N", "C", "N", "F", "S", "C", "C", "C", "C", "F", "H", "H", "H", "H", "H", "H", "H", "H", "H", "H", "H"], "xyz": [[-3.295, -1.767, 0.739], [-2.387, -0.574, 0.480], [-0.990, -0.608, 0.371], [-0.171, 0.478, 0.251], [1.256, 0.484, 0.163], [2.158, -0.478, 0.434], [3.594, -0.321, 0.076], [3.691, -0.671, -1.253], [4.512, -1.107, 0.796], [3.806, 1.475, 0.413], [1.998, 1.732, 0.110], [-0.843, 1.709, 0.168], [-2.255, 1.727, 0.050], [-3.006, 0.667, 0.265], [-4.351, 0.632, 0.144], [-2.791, -2.505, 1.222], [-4.261, -1.398, 1.241], [-3.501, -2.245, -0.289], [-0.459, -1.559, 0.490], [1.793, -1.397, 0.537], [4.198, -1.525, -1.410], [4.063, 0.168, -1.663], [1.885, 2.131, -0.835], [1.680, 2.560, 0.841], [-0.607, 2.779, 0.233], [-2.799, 2.659, -0.006]], "lowdin_charge": [-0.002, -0.144, 0.038, -0.171, -0.154, 0.167, -0.766, 0.114, 0.028, 1.039, -0.355, 0.032, 0.017, -0.226, 0.111, 0.036, 0.124, 0.131, 0.135, 0.155, 0.114, 0.079, 0.078, 0.142, 0.137, 0.140], "multiplicity": 1, "relative_energy_kj_mol": 40.2, "charge": 1, "smiles": "Cc1cc(C2=[NH+][C@](N)(F)SC2)ccc1F"}

no.,gap between HOMO and LUMO (Eh)
1,0.2756
2,0.2919